This record from OMol25 describes a single C3H4N2O3 molecule in a non-equilibrium geometry. The level of theory is ωB97M-V with the def2-TZVPD basis set.

Each line ends with the Mulliken charge.
Element x y z (Å)
O (-1.417, -0.417, -1.201)  -0.61
O (1.073, -1.879, -0.947)  -0.58
O (-1.448, 1.784, 0.755)  -0.59
N (1.530, -0.200, 0.691)  -0.85
N (0.752, -0.690, -0.317)  0.76
C (-0.455, 0.894, 0.493)  0.42
C (-0.463, -0.142, -0.350)  0.28
C (0.747, 0.796, 1.175)  -0.33
H (-2.150, 1.792, 0.014)  0.33
H (0.945, 1.461, 2.080)  0.36
H (-0.857, -0.841, -2.154)  0.40
H (1.743, -2.559, -0.238)  0.40

ΔE to the lowest compared entry with this formula, charge and spin in kJ/mol: 522.9
Multiplicity: 1
HOMO level in eV: -8.31
Calculated total energy in eV: -12293.57637
Gap between HOMO and LUMO in eV: 8.2
Total charge: 0
LUMO level in eV: -0.1
Molar mass in g mol⁻¹: 116.076